No. 1
Below is the ion C5H7N2 with charge +1, with properties calculated with ωB97M-V with the def2-TZVPD basis set.

CARTESIAN COORDINATES (ANGSTROEM)
C  -2.410  -0.596  -0.008
C  -1.238  0.026  0.119
C  -0.654  1.348  0.064
C  0.681  1.190  0.104
N  1.055  -0.129  0.182
C  2.301  -0.429  -0.046
N  -0.029  -0.898  0.214
H  -2.501  -1.730  -0.001
H  -3.312  -0.164  -0.061
H  -1.312  2.171  -0.033
H  1.522  1.969  -0.005
H  2.784  -1.325  -0.151
H  3.077  0.315  -0.104
H  0.037  -1.748  -0.274

## Properties
- HOMO energy (spin up / spin down): -0.4877 / -0.4877 hartree
- ΔE to the lowest compared entry with this formula, charge and spin: 100.6 kcal per mole
- Gap between HOMO and LUMO (spin up / spin down): 0.28934 / 0.28937 hartree
- Net charge: +1
- Total energy: -303.8586 hartree

Here are the natural (NBO) charges for atoms 1 to 6, given in e: atom 1 (C): -0.3033, atom 2 (C): 0.0951, atom 3 (C): -0.1676, atom 4 (C): -0.0290, atom 5 (N): -0.0621, atom 6 (C): -0.0468

---

No. 2
Below is the ion C5H7N2 with charge +1, with properties calculated with ωB97M-V with the def2-TZVPD basis set.

CARTESIAN COORDINATES (ANGSTROEM)
C  1.226  0.824  -0.711
N  1.537  0.489  0.532
C  0.409  -0.502  0.664
C  -1.008  -0.155  0.933
C  -1.323  0.203  -0.572
C  0.108  -0.151  -0.956
N  0.397  -1.483  -0.360
H  1.519  1.717  -1.233
H  2.340  0.454  1.060
H  -1.700  -1.025  1.036
H  -1.301  0.584  1.629
H  -1.382  1.271  -0.537
H  -2.126  -0.293  -0.984
H  1.305  -1.932  -0.501

## Properties
- HOMO energy (spin up / spin down): -0.5110 / -0.5110 hartree
- ΔE to the lowest compared entry with this formula, charge and spin: 150.3 kcal per mole
- Gap between HOMO and LUMO (spin up / spin down): 0.30006 / 0.30002 hartree
- Net charge: +1
- Total energy: -303.7795 hartree

Here are the natural (NBO) charges for atoms 1 to 6, given in e: atom 1 (C): 0.2658, atom 2 (N): -0.4705, atom 3 (C): 0.3396, atom 4 (C): -0.4428, atom 5 (C): -0.3718, atom 6 (C): 0.0842

---

No. 3
Below is the ion C5H7N2 with charge +1, with properties calculated with ωB97M-V with the def2-TZVPD basis set.

CARTESIAN COORDINATES (ANGSTROEM)
N  -2.231  1.250  0.430
C  -2.225  0.080  0.252
N  -1.805  -1.081  0.038
C  -0.420  -0.967  -0.529
C  0.532  -0.257  -0.107
C  1.922  0.266  -0.298
C  0.738  1.096  0.352
H  -2.650  2.144  0.182
H  -2.216  -2.072  0.217
H  -0.239  -1.861  -1.155
H  2.721  -0.157  0.341
H  2.300  0.701  -1.302
H  0.059  1.640  -0.330
H  0.515  1.333  1.390

## Properties
- HOMO energy: -0.5306 hartree
- ΔE to the lowest compared entry with this formula, charge and spin: 126.6 kcal per mole
- Gap between HOMO and LUMO: 0.36430 hartree
- Net charge: +1
- Total energy: -303.8173 hartree

Here are the natural (NBO) charges for atoms 1 to 6, given in e: atom 1 (N): -0.5176, atom 2 (C): 0.7707, atom 3 (N): -0.5918, atom 4 (C): -0.0647, atom 5 (C): 0.0074, atom 6 (C): -0.3970

---

No. 4
Below is the ion C5H7N2O with charge +1, with properties calculated with ωB97M-V with the def2-TZVPD basis set.

CARTESIAN COORDINATES (ANGSTROEM)
C  -1.061  -1.647  1.016
N  -0.396  -1.696  2.126
O  0.523  -0.695  2.099
C  0.359  -0.123  0.993
C  -0.589  -0.612  0.179
C  -0.734  0.153  -1.027
N  0.580  0.823  -1.207
C  1.034  1.096  0.200
H  -1.743  -2.389  0.710
H  -0.844  -0.574  -1.851
H  -1.544  0.830  -0.754
H  1.140  0.103  -1.502
H  0.554  1.631  -1.748
H  0.599  2.137  0.558
H  2.123  0.963  0.207

## Properties
- HOMO energy: -0.5213 hartree
- ΔE to the lowest compared entry with this formula, charge and spin: 64.7 kcal per mole
- Gap between HOMO and LUMO: 0.38465 hartree
- Net charge: +1
- Total energy: -379.0997 hartree

Here are the natural (NBO) charges for atoms 1 to 6, given in e: atom 1 (C): 0.0000, atom 2 (N): -0.0662, atom 3 (O): -0.2204, atom 4 (C): 0.3346, atom 5 (C): -0.2339, atom 6 (C): -0.2438

---

No. 5
Below is the ion C5H7N2OS with charge -1, with properties calculated with ωB97M-V with the def2-TZVPD basis set.

CARTESIAN COORDINATES (ANGSTROEM)
C  -1.452  -0.809  0.635
C  -1.685  1.597  -0.443
C  -0.367  0.209  0.844
C  2.031  0.369  -0.122
C  0.854  -0.494  0.377
N  -0.594  1.424  0.184
N  0.403  -1.540  -0.560
O  -0.899  -1.940  -0.111
S  -2.861  0.150  -0.130
H  -2.042  -1.168  1.428
H  -2.074  2.383  -0.995
H  1.504  0.968  -0.795
H  2.548  1.042  0.550
H  2.742  -0.178  -0.558
H  1.490  -1.022  1.175
H  0.401  -0.991  -1.478

## Properties
- HOMO energy: -0.0788 hartree
- ΔE to the lowest compared entry with this formula, charge and spin: 49.4 kcal per mole
- Gap between HOMO and LUMO: 0.21198 hartree
- Net charge: -1
- Total energy: -777.5474 hartree

Here are the natural (NBO) charges for atoms 1 to 6, given in e: atom 1 (C): -0.0566, atom 2 (C): -0.1515, atom 3 (C): -0.2405, atom 4 (C): -0.6123, atom 5 (C): -0.0827, atom 6 (N): -0.4247

---

No. 6
Below is the ion C5H7N2S with charge +1, with properties calculated with ωB97M-V with the def2-TZVPD basis set.

CARTESIAN COORDINATES (ANGSTROEM)
N  -1.094  0.025  -3.238
C  -1.814  -0.469  -2.181
N  -1.464  -0.306  -0.971
C  -0.766  -0.213  0.019
C  -0.020  -0.250  1.104
C  1.380  0.145  1.068
C  2.062  0.339  2.245
S  1.546  0.380  3.848
H  -1.410  0.216  -4.222
H  -0.385  0.743  -3.104
H  -2.652  -0.980  -2.526
H  -0.506  -0.373  2.093
H  1.737  -0.045  0.009
H  3.152  0.672  2.138
H  0.232  0.115  3.718

## Properties
- HOMO energy (spin up / spin down): -0.4333 / -0.4333 hartree
- ΔE to the lowest compared entry with this formula, charge and spin: 68.7 kcal per mole
- Gap between HOMO and LUMO (spin up / spin down): 0.25440 / 0.25438 hartree
- Net charge: +1
- Total energy: -702.0628 hartree

Here are the natural (NBO) charges for atoms 1 to 6, given in e: atom 1 (N): -0.7476, atom 2 (C): 0.3592, atom 3 (N): -0.3821, atom 4 (C): 0.4929, atom 5 (C): -0.2817, atom 6 (C): -0.3090

---

Q: ΔE to the lowest compared entry with this formula, charge and spin of number 4 (C5H7N2O)?
A: 64.7 kcal per mole

---

Q: What is the net charge in the third record?
A: +1

---

Q: What is the formula in the sixth record?
A: C5H7N2S